Entry 1:
Formula: C46H131N7O22
Source: the OMol25 dataset
Level of theory: wB97M-V/def2-TZVPD

```
206
Properties=species:S:1:pos:R:3:forces:R:3
C -1.84009 -5.07764 -2.73401 0.3 -1.5 -2.5
C -1.09974 -5.96510 -1.78242 0.8 -0.9 -1.4
O -1.02216 -5.40881 -0.53405 0.8 0.5 1.9
H -1.70863 -5.67781 -3.71000 -0.8 1.0 0.9
H -1.27699 -4.16335 -2.94353 -0.4 0.2 0.4
H -2.91531 -4.95721 -2.51186 0.6 0.2 0.0
H -0.07798 -6.15741 -2.22585 -0.7 0.3 0.4
H -1.54000 -6.98470 -1.78737 -0.1 0.6 0.5
H -0.22724 -4.78957 -0.53739 -0.5 -0.6 -0.2
C -0.59274 4.26043 4.44092 0.8 -2.5 1.1
C -0.62932 3.22367 3.30321 -1.6 -1.6 0.1
O -1.27084 1.95322 3.80945 0.2 1.9 0.3
H 0.12756 5.03861 4.18214 -0.3 0.1 0.3
H -0.30885 3.71233 5.45078 -0.1 1.1 -2.1
H -1.59375 4.60358 4.62295 -0.4 0.6 -0.1
H 0.30177 2.85690 2.91451 0.7 0.6 0.0
H -1.23382 3.55758 2.41311 0.5 0.0 0.9
H -1.39503 1.34444 3.06384 -0.2 -0.3 -0.5
C 0.55904 3.28426 -6.38670 0.5 -0.4 1.1
C -0.77132 3.00437 -5.68607 -0.4 0.1 -1.0
O -0.51859 2.60204 -4.37384 -0.4 0.0 1.4
H 1.28474 2.54199 -6.04973 0.0 -0.5 -0.4
H 1.01309 4.19948 -5.97311 -0.5 0.0 -0.4
H 0.49880 3.32746 -7.46897 0.0 0.0 0.0
H -1.43180 2.24347 -6.18107 0.7 0.5 -0.1
H -1.28051 3.96176 -5.75282 -0.7 0.1 0.3
H -1.34349 2.60963 -3.80046 0.6 -0.1 -0.8
C 0.83447 -0.83137 -3.33962 0.6 1.4 0.1
C 1.19171 -1.65279 -4.54702 0.7 -0.2 0.1
C 2.14335 -0.89793 -5.47441 0.8 1.3 0.1
O 2.46676 -1.64434 -6.62376 1.1 0.6 -1.3
C 3.40451 -0.87550 -7.49532 -1.0 -1.5 0.9
N 1.83173 -2.87175 -4.06497 0.2 -0.1 1.4
H 0.06767 -1.22183 -2.71870 -0.7 -1.1 0.3
H 0.39360 0.11093 -3.66951 0.3 0.3 -0.1
H 1.69314 -0.64007 -2.66826 -0.1 0.1 -0.5
H 0.24964 -1.87289 -5.01811 -0.3 -0.4 -0.7
H 3.05147 -0.68407 -4.86003 -0.1 -0.4 -0.2
H 1.88795 0.13231 -5.81314 -0.9 -0.5 0.4
H 2.91684 -0.14508 -8.13447 -0.6 -0.3 -0.3
H 4.02037 -1.59927 -8.06553 -0.5 0.5 0.3
H 4.00364 -0.27581 -6.85199 1.0 0.3 0.6
H 2.15238 -3.54078 -4.74693 0.1 0.3 -0.3
H 2.59631 -2.62674 -3.39696 -0.7 -0.4 -1.0
C 2.64405 -6.22464 -1.17705 0.3 -1.2 0.6
C 2.56624 -4.93064 -0.43617 0.9 1.9 -0.9
C 3.92184 -4.10048 -0.58376 -0.5 -1.1 0.4
O 4.24061 -4.04472 -1.95936 -2.0 -0.9 0.8
C 5.46333 -3.60414 -2.33516 2.3 1.2 0.3
N 1.40522 -4.15050 -0.99683 0.7 -1.6 0.3
H 2.95596 -5.98965 -2.20171 -0.3 -0.5 0.1
H 1.68285 -6.75695 -1.10044 0.2 0.3 -0.5
H 3.35747 -6.93394 -0.69809 -0.1 0.6 -0.5
H 2.47090 -5.06554 0.63246 -0.5 -0.1 0.4
H 4.73138 -4.63966 -0.03779 -0.4 0.2 -0.3
H 3.80608 -3.11573 -0.07716 0.0 -0.2 -0.6
H 6.35252 -3.94068 -1.70701 -1.2 0.2 -0.6
H 5.46702 -2.52500 -2.40865 0.2 0.8 0.7
H 5.63054 -3.81795 -3.36868 0.1 -1.0 -0.7
H 1.47118 -4.10149 -2.01813 0.1 0.0 0.2
H 1.51119 -3.22605 -0.67902 -0.1 1.5 0.4
C -4.65159 2.11940 -4.44045 1.5 -0.6 -1.1
C -3.86503 1.16638 -3.50158 0.2 -0.1 -0.2
C -3.03489 0.08400 -4.24622 -0.4 0.9 0.8
O -3.88285 -0.54840 -5.14162 -0.8 0.2 -0.7
C -3.27961 -1.63781 -5.80988 -1.7 0.2 0.4
N -2.90876 1.99413 -2.72313 -0.2 -0.6 -1.0
H -3.98853 2.98705 -4.76179 -0.7 -1.1 0.4
H -5.48272 2.50613 -3.92855 -1.1 0.7 0.8
H -5.05214 1.60625 -5.34133 0.4 0.2 0.6
H -4.49755 0.61191 -2.76738 -0.2 0.5 -0.8
H -2.74142 -0.70755 -3.52755 0.6 0.5 0.1
H -2.15945 0.63560 -4.67951 -0.4 -0.9 -0.1
H -4.09754 -2.20380 -6.33153 1.0 0.7 0.2
H -2.87412 -2.27643 -5.04436 0.7 -0.6 0.1
H -2.54567 -1.19359 -6.44683 0.8 -0.4 -0.8
H -2.48635 1.33301 -2.10154 0.6 -0.1 0.8
H -3.46866 2.60572 -2.16311 -0.3 0.6 0.5
C 0.17156 6.58609 0.76756 -0.1 0.7 -0.7
C 0.83469 5.30951 0.35260 -1.0 -0.4 0.6
C 1.73053 5.58362 -0.81079 -0.3 -0.4 -1.5
O 2.81053 6.37979 -0.38345 0.8 -0.2 -1.3
C 3.71260 6.50694 -1.49578 -0.6 -1.4 -0.1
N 1.46228 4.76225 1.53695 0.2 -0.5 0.6
H -0.51170 6.84790 -0.01154 -0.6 0.4 -0.7
H 0.90249 7.39935 0.81542 -0.2 -0.1 0.6
H -0.44973 6.45046 1.63295 0.1 0.1 0.8
H -0.01274 4.65430 -0.01631 1.0 0.2 0.4
H 1.08352 6.13073 -1.58225 0.9 -0.5 0.7
H 2.08834 4.62917 -1.34051 -0.2 1.1 0.8
H 3.25984 6.98503 -2.33492 -0.6 1.1 -0.4
H 3.96298 5.53572 -1.93850 0.1 -0.3 0.5
H 4.63599 6.95795 -1.24509 0.6 0.8 0.7
H 1.57793 5.42816 2.28615 -0.5 0.5 -0.1
H 2.40611 4.44616 1.45259 0.5 -0.7 -0.9
C 4.92228 -0.66146 1.10460 0.2 -0.5 2.4
C 4.41020 0.76080 1.11483 0.5 0.9 -0.1
C 4.38463 1.41571 2.52088 -1.6 0.3 -1.0
O 3.30203 2.41850 2.45234 1.8 -0.7 0.0
C 3.22223 3.24965 3.59860 -0.9 -0.8 0.3
N 5.22973 1.53233 0.17144 -0.2 1.8 -0.7
H 5.12397 -1.09290 0.13784 -0.1 0.1 -0.4
H 4.17097 -1.26672 1.65376 0.4 0.0 -0.5
H 5.86191 -0.75151 1.74610 -1.0 0.2 -0.9
H 3.38458 0.85853 0.72043 0.2 -0.4 0.2
H 5.35834 1.83992 2.72558 0.3 0.5 0.1
H 4.13394 0.71622 3.30561 0.0 -0.2 0.2
H 3.52537 4.25728 3.44292 0.2 1.0 -0.7
H 3.83093 2.93365 4.42441 0.4 -0.7 0.4
H 2.17830 3.22123 3.91464 0.1 0.2 0.2
H 5.01683 2.55976 0.20918 0.1 -1.3 0.1
H 6.23746 1.45820 0.29515 -0.2 -0.3 0.3
C -4.43931 -0.60417 -0.04667 1.9 0.4 1.1
C -5.49278 -1.59014 -0.19579 -2.1 -1.6 -0.3
C -4.90445 -3.03936 0.08494 -2.2 1.5 1.4
O -4.49959 -2.96747 1.44292 0.4 -0.3 0.2
C -3.78777 -4.11679 1.85299 0.9 0.7 1.2
N -6.67389 -1.21556 0.63966 0.0 -2.2 0.8
H -4.74147 0.43436 -0.06159 -0.3 0.2 -0.2
H -3.68611 -0.78748 -0.81939 0.3 0.2 0.2
H -4.01654 -0.82099 0.96895 0.0 0.5 -1.0
H -5.94114 -1.58745 -1.18761 0.4 -0.1 -0.4
H -4.12439 -3.32564 -0.58936 0.8 -0.1 -0.4
H -5.73924 -3.76289 0.04564 0.3 0.0 -0.4
H -3.59221 -4.12078 2.97009 -0.3 0.5 -1.3
H -2.83116 -4.13793 1.32566 0.1 -0.3 0.0
H -4.32894 -5.00801 1.64312 -0.6 -0.9 -0.4
H -6.37905 -1.19438 1.63563 -0.1 0.1 -0.8
H -7.29701 -2.07655 0.61404 0.7 1.5 0.1
C -0.01773 -1.71360 1.49497 -1.2 -0.2 -1.4
C -0.28615 -0.24855 1.44526 0.5 1.3 -0.5
C 0.09513 0.27890 0.03234 0.0 1.0 0.3
O -0.46922 1.60893 -0.03558 0.8 -0.6 -1.5
C -0.04508 2.23175 -1.27370 -1.3 -1.2 0.0
N -1.66669 0.10652 1.72448 -0.6 1.3 -0.6
H 0.94975 -1.85275 1.03731 0.4 -0.5 -0.3
H -0.85153 -2.16717 0.87779 1.1 -0.1 0.6
H 0.02022 -2.13101 2.46940 -0.3 -0.4 0.9
H 0.35079 0.29213 2.19260 -0.2 -0.3 -0.6
H -0.22021 -0.34998 -0.86164 -0.1 0.5 1.2
H 1.17991 0.43073 -0.08404 0.0 -0.5 0.3
H 0.89004 2.71935 -1.22976 1.1 0.5 0.7
H -0.79837 2.98312 -1.46462 -0.1 0.1 -0.5
H 0.06811 1.48322 -2.10940 -0.6 0.7 0.8
H -2.05829 0.76796 1.01296 0.6 -0.9 0.8
H -2.28965 -0.67121 1.81364 -0.1 -0.5 0.1
C 2.99870 1.85073 -2.80200 0.0 0.3 2.0
C 3.89342 2.88658 -3.44899 1.4 -0.2 0.2
O 5.03146 3.34385 -2.57915 -1.8 -0.2 -1.0
O 3.84356 0.79961 -2.34231 0.0 -0.8 0.0
H 2.11605 1.50782 -3.38982 1.1 0.0 -0.2
H 2.51336 2.20145 -1.87195 0.3 0.6 -0.5
H 3.33975 3.80014 -3.66258 0.1 -0.1 -0.4
H 4.34996 2.36950 -4.33866 -0.5 0.9 0.5
H 5.39267 2.58246 -2.11990 0.0 -0.4 -0.1
H 4.24876 1.04836 -1.47056 -0.2 -0.1 -0.7
C 2.40091 -2.76525 4.02521 3.8 -0.9 0.0
C 3.28847 -1.57697 4.32760 -1.8 2.2 -1.3
O 3.07485 -0.97052 5.59028 -0.1 -0.8 0.7
O 2.75007 -3.74232 5.02751 -1.6 -0.5 -1.0
H 2.76310 -3.10325 2.98311 -1.0 0.2 1.2
H 1.38151 -2.50960 4.08057 -1.4 0.3 -0.2
H 2.90127 -0.76635 3.61929 0.6 -1.0 0.5
H 4.34466 -1.71450 4.07172 -0.1 -0.4 0.4
H 2.77203 -1.63324 6.24732 0.5 0.3 -0.7
H 2.13080 -4.49130 4.81526 1.1 0.4 0.4
C -4.73248 1.87020 6.07608 -2.0 0.8 -1.2
C -4.18195 3.18419 5.48997 0.7 0.0 0.1
O -4.14916 3.15474 4.05405 -0.1 0.2 0.4
O -3.87945 0.79566 5.70352 -0.5 1.0 0.5
H -5.78516 1.71712 5.64984 1.5 -0.1 0.5
H -4.85355 1.98838 7.15714 0.2 -0.2 0.1
H -3.14477 3.25777 5.90718 -0.5 0.2 -0.4
H -4.70244 4.12988 5.79243 0.1 -1.1 -0.2
H -3.50978 2.48156 3.76864 0.1 0.1 0.3
H -3.01291 1.12242 5.99772 0.6 -0.7 -0.2
C -0.75400 -0.68775 6.58280 -0.3 0.7 0.7
C -1.90880 -1.73770 6.55236 1.3 -0.6 -1.3
O -2.69488 -1.68265 5.34995 1.3 -1.1 1.0
O -1.09067 0.62792 6.11161 -0.5 -0.4 1.5
H 0.04350 -1.07237 5.95841 0.4 -0.1 0.0
H -0.38953 -0.58783 7.67157 -0.4 -0.1 -1.6
H -2.45453 -1.85239 7.47309 -0.8 0.7 0.3
H -1.36158 -2.70350 6.52813 -0.2 0.3 -0.2
H -3.30242 -0.96472 5.44664 -0.8 1.0 0.0
H -0.88871 0.87759 5.19576 0.1 -0.4 -0.2
C 0.25573 -5.78025 3.12148 -0.3 0.5 -0.6
C -0.19735 -7.15408 2.64838 -0.3 1.2 -1.1
O 0.69114 -7.50048 1.61340 0.1 -0.3 -2.4
O 1.56220 -5.86399 3.66368 -0.2 0.2 0.6
H -0.44985 -5.34242 3.83093 0.3 -0.1 0.4
H 0.30277 -5.04699 2.26212 -0.4 -0.9 0.4
H -1.21937 -7.10480 2.28816 -0.3 0.1 -0.2
H -0.17684 -7.95424 3.36500 0.3 -0.1 0.7
H 0.36237 -7.19688 0.70570 0.3 -0.3 2.1
H 2.08622 -6.39494 3.05605 0.0 -0.1 -0.1
C -3.74983 3.86108 0.20559 0.4 0.4 1.1
C -3.85450 5.03994 1.16995 0.7 1.0 -0.9
O -5.08438 5.09706 1.81143 -0.8 -1.9 2.3
O -4.71155 4.04361 -0.77752 -0.3 -0.5 -1.4
H -3.88387 2.89826 0.75430 0.2 0.4 -0.3
H -2.76663 3.90211 -0.28733 -0.2 -0.2 0.2
H -3.92503 5.96601 0.54144 0.8 -0.7 0.3
H -2.98719 5.08990 1.85234 -0.3 0.0 -0.1
H -5.07795 4.41464 2.56413 0.0 1.3 -1.3
H -5.56690 4.18046 -0.37074 -0.3 0.1 0.3
```
Forces are in eV/Å.

Properties
maximum force: 3.9 eV/Å
electronic energy: -3869.45489 Eh
E_HOMO: -9.10 eV
Kohn-Sham gap: 9.5 eV

These are the Löwdin partial charges, in e, on atoms 1 to 8: C -0.098; C -0.416; O -0.129; H 0.101; H 0.058; H 0.073; H 0.100; H 0.119

---

Entry 2:
Formula: C46H31IMnN10OS
Source: the OMol25 dataset
Level of theory: wB97M-V/def2-TZVPD

```
91
Properties=species:S:1:pos:R:3:forces:R:3
Mn 0.14699 -0.08289 -0.06014 -1.8 -0.4 -0.5
C 2.08032 -4.29130 -4.62870 0.2 0.0 0.0
C 0.76585 -4.72144 -4.70454 -0.2 -0.1 0.0
C -0.25518 -4.08740 -3.97854 -0.2 -0.2 -0.1
C 0.11099 -3.04483 -3.16704 -0.4 0.2 0.1
C -0.69005 -2.13579 -2.33991 0.0 0.0 0.1
N 0.17208 -1.26977 -1.66083 0.2 -0.1 -0.2
C 1.38018 -1.44891 -2.23056 0.0 0.0 0.0
N 2.26306 -0.48296 -2.05373 0.2 0.2 0.5
C 2.77439 0.14326 -0.15000 0.8 -0.3 -0.4
C 3.62367 0.84960 0.85607 -0.4 0.0 0.1
C 4.54177 1.87490 0.81170 0.1 0.1 0.0
C 5.31333 2.09915 1.95825 0.0 0.0 0.0
C 5.19017 1.31098 3.10489 0.1 0.1 0.0
C 4.25803 0.28863 3.15671 -0.1 -0.1 0.1
C 3.47055 0.08640 2.02782 0.1 0.0 0.2
C 2.33826 -0.78076 1.85156 -0.2 0.0 -0.2
N 1.75814 -1.49477 2.81578 -0.2 0.1 -0.1
C 0.47702 -1.63807 2.77254 0.0 -0.1 0.0
N -0.39246 -0.93783 1.88391 0.0 0.1 0.2
C -1.65077 -1.12833 2.38732 0.1 0.1 0.0
N -2.78698 -0.60024 1.91753 0.2 0.0 -0.3
C -2.88462 -0.44900 0.63129 0.0 -0.1 0.1
N -1.86493 -0.81860 -0.24440 0.1 -0.4 0.1
C -2.50398 -1.22052 -1.38793 0.2 0.1 -0.1
N -1.97605 -2.01673 -2.32711 0.0 0.2 0.2
C -3.89086 -0.81873 -1.37287 0.2 -0.1 -0.1
C -4.89450 -0.99169 -2.30690 0.0 -0.1 -0.2
C -6.15906 -0.52125 -1.96503 -0.2 0.0 0.0
C -6.40021 0.04418 -0.71670 -0.1 0.0 0.1
C -5.38619 0.16240 0.24734 -0.2 0.1 0.2
C -4.13585 -0.25565 -0.12160 0.3 0.0 0.3
C -1.63478 -1.99226 3.55299 -0.1 0.2 -0.4
C -2.65878 -2.45654 4.34756 -0.3 0.0 0.1
C -2.30441 -3.33531 5.37743 -0.1 0.0 0.0
C -0.98092 -3.69996 5.58678 0.0 -0.1 0.1
C 0.05262 -3.20794 4.77683 0.3 -0.2 0.2
C -0.31256 -2.36477 3.76072 0.3 0.1 -0.2
N 1.87125 -0.73393 0.59177 0.6 0.1 -0.2
C 1.43766 -2.60674 -3.09804 0.1 0.2 0.3
C 2.44136 -3.20112 -3.82780 0.3 0.0 -0.1
H 2.84170 -4.79957 -5.20790 0.0 0.0 0.0
H 0.51699 -5.55564 -5.35005 0.0 0.0 0.1
H -1.28619 -4.41607 -4.05006 0.1 0.0 0.0
H 4.67801 2.50200 -0.05846 0.0 0.0 0.0
H 6.03744 2.90769 1.95044 -0.1 -0.1 0.0
H 5.82511 1.50581 3.96323 -0.1 0.0 -0.1
H 4.13739 -0.32596 4.04493 0.0 0.1 -0.1
H -4.71135 -1.47373 -3.25990 0.0 0.0 0.1
H -6.97323 -0.61739 -2.67357 0.0 0.0 0.1
H -7.40128 0.38081 -0.47291 0.1 0.0 0.0
H -5.58997 0.56362 1.23591 0.0 -0.1 -0.1
H -3.68858 -2.15767 4.18894 0.1 0.0 0.0
H -3.07655 -3.73172 6.02601 0.1 0.0 0.0
H -0.73795 -4.37571 6.39912 0.0 0.0 -0.1
H 1.08833 -3.48462 4.95643 -0.2 0.0 0.0
H 3.47117 -2.85627 -3.79537 -0.1 0.0 0.0
S -1.86392 2.56145 -3.12001 -0.2 0.2 -0.3
C -0.84682 1.46018 -2.36640 0.0 0.0 -0.2
N -0.92656 1.38945 -1.06111 -0.1 0.1 0.5
C -1.93101 2.26979 -0.56468 0.3 -0.3 -0.1
C -2.37399 2.45993 0.74732 0.1 0.0 0.1
C -3.38441 3.36777 0.98800 -0.1 0.0 0.1
C -3.97377 4.10309 -0.05102 -0.1 0.0 0.0
C -3.55752 3.92539 -1.35206 0.0 0.1 -0.1
C -2.54148 2.99776 -1.58906 0.0 0.0 -0.1
H -0.17115 0.85712 -2.95870 -0.1 0.1 0.1
H -1.94303 1.91664 1.56844 0.1 -0.1 0.1
H -3.72759 3.51859 2.00746 0.0 0.0 -0.1
H -4.75760 4.82143 0.16804 0.1 -0.1 0.0
H -3.99532 4.49652 -2.16631 0.1 -0.1 0.1
C 1.16469 3.78885 0.63237 -0.1 0.0 -0.2
C 0.74946 2.89994 1.75752 0.0 -0.2 -0.1
O 0.50459 1.46033 1.37001 0.2 0.8 -0.3
H 1.40485 4.76618 1.06044 -0.1 -0.1 0.0
H 0.36198 3.93781 -0.09635 0.1 0.0 0.0
H 2.06098 3.42337 0.14067 0.1 0.0 0.0
H -0.16990 3.25661 2.19797 -0.3 0.0 0.1
H 1.51510 2.85830 2.52388 0.2 -0.1 0.1
H 0.29799 1.02059 2.19679 -0.1 -0.2 0.2
I 6.53276 -0.78685 -1.76048 0.1 -0.1 0.0
C 4.68759 0.11667 -1.90588 0.0 -0.4 0.2
C 4.51988 1.29576 -2.49440 -0.5 0.7 -0.2
C 3.27602 2.10030 -2.49261 0.5 -0.1 -0.1
C 2.10275 1.88519 -1.90388 -0.1 -0.4 0.1
N 1.78006 0.62606 -1.20387 0.6 0.1 0.4
C 3.55759 -0.63071 -1.26912 -0.5 0.2 -0.1
H 5.37606 1.75813 -2.97060 -0.1 0.1 0.0
H 3.34133 3.05231 -3.01088 0.1 0.0 0.0
H 1.30424 2.60077 -1.96087 -0.1 0.0 0.1
H 3.79059 -1.66379 -1.03184 0.0 -0.1 0.0
```
Forces are in eV/Å.

Properties
net charge: +4
maximum force: 1.9 eV/Å
electronic energy: -4239.72220 Eh
2S+1: 2
E_HOMO (alpha / beta): -18.18 / -18.18 eV
Kohn-Sham gap (alpha / beta): 4.1 / 5.4 eV

These are the Löwdin partial charges, in e, on atoms 1 to 8: Mn 0.913; C 0.015; C 0.026; C 0.068; C -0.085; C -0.166; N 0.085; C -0.162

---

> The lowest maximum force belongs to which entry?

C46H31IMnN10OS